[1]
Formula: C8H11N
Source: OMol25
Level of theory: ωB97M-V/def2-TZVPD

For the gap between HOMO and LUMO, the calculation gives 9.33 eV. The calculation puts the energy above the lowest of the compared OMol25 structures with the same formula, charge and spin at 47.1 kJ/mol. As for the structure (SMILES): C=C1C=C[C@@H](C)[C@H]2N[C@@H]12.

Element x y z (Å)
C: -0.384 2.163 -1.898
C: -0.247 1.114 -1.050
C: -0.995 -0.147 -1.267
C: -1.064 -1.083 -0.318
C: -0.441 -0.988 1.045
C: 0.209 -2.289 1.430
C: 0.499 0.173 1.160
N: 1.605 0.173 0.281
C: 0.595 1.237 0.140
H: 0.117 3.119 -1.708
H: -0.993 2.091 -2.789
H: -1.477 -0.199 -2.240
H: -1.571 -2.018 -0.556
H: -1.262 -0.781 1.733
H: 0.521 -2.307 2.497
H: 1.137 -2.521 0.853
H: -0.565 -3.078 1.353
H: 0.590 0.594 2.159
H: 2.416 0.573 0.764
H: 0.828 2.233 0.518

Okay, here come the Mulliken numbers, in e, for every atom: C -1.08; C 0.71; C -0.65; C -0.72; C 0.62; C -1.37; C -0.22; N -0.64; C -0.26; H 0.25; H 0.28; H 0.31; H 0.32; H 0.24; H 0.35; H 0.36; H 0.36; H 0.47; H 0.26; H 0.42

[2]
Formula: C8H11N2O
Source: OMol25
Level of theory: ωB97M-V/def2-TZVPD

For the gap between HOMO and LUMO, the calculation gives 8.60 eV. The calculation puts the energy above the lowest of the compared OMol25 structures with the same formula, charge and spin at 352.1 kJ/mol. Its total charge is +1. As for the structure (SMILES): NC/C=[N+](\O)c1ccccc1.

Element x y z (Å)
N: 0.021 2.848 1.905
C: -0.852 2.904 0.663
C: -0.688 1.623 -0.073
N: -0.352 0.424 0.459
O: -0.216 0.212 1.815
C: 0.038 -0.763 -0.252
C: 1.139 -0.804 -1.145
C: 1.450 -2.009 -1.757
C: 0.617 -3.123 -1.638
C: -0.359 -3.105 -0.672
C: -0.711 -1.930 -0.004
H: -0.199 3.556 2.531
H: 1.006 2.774 1.686
H: -0.520 3.706 0.012
H: -1.839 3.206 0.868
H: -0.733 1.532 -1.148
H: -0.283 0.983 2.242
H: 1.895 0.029 -1.073
H: 2.349 -2.098 -2.350
H: 0.867 -4.057 -2.135
H: -0.971 -3.988 -0.418
H: -1.656 -1.919 0.484

Okay, here come the Mulliken numbers, in e, for every atom: N -0.68; C -0.46; C -0.01; N 0.23; O -0.29; C 0.30; C -0.23; C -0.45; C -0.52; C -0.42; C -0.34; H 0.20; H 0.21; H 0.36; H 0.40; H 0.46; H 0.43; H 0.31; H 0.38; H 0.38; H 0.33; H 0.39

[3]
Formula: C8H11N3
Source: OMol25
Level of theory: ωB97M-V/def2-TZVPD

For the gap between HOMO and LUMO (spin up / spin down), the calculation gives 6.33 / 6.33 eV. The calculation puts the energy above the lowest of the compared OMol25 structures with the same formula, charge and spin at 272.9 kJ/mol.

Element x y z (Å)
C: -2.175 0.883 1.740
C: 0.197 -0.665 -1.552
C: 0.490 0.753 -1.315
C: 0.402 -1.539 -0.566
C: 0.811 1.068 -0.047
C: 0.670 0.146 1.058
C: 0.226 1.754 -2.392
C: 0.977 -2.258 1.621
N: -2.903 1.445 0.887
N: -1.451 0.315 2.494
N: 0.630 -1.168 0.705
H: -0.220 -0.862 -2.630
H: -3.484 2.191 1.007
H: 0.324 -2.707 -0.561
H: 0.902 2.128 0.192
H: 1.096 0.228 2.053
H: 0.179 2.791 -2.172
H: -0.711 1.419 -2.918
H: 0.991 1.591 -3.242
H: 0.013 -2.629 1.962
H: 1.565 -2.995 1.118
H: 1.471 -1.888 2.557

Okay, here come the Mulliken numbers, in e, for every atom: C 0.52; C -0.62; C 1.20; C -0.16; C -0.47; C -0.24; C -1.45; C -0.99; N -0.67; N -0.73; N 0.15; H 0.25; H 0.17; H 0.31; H 0.31; H 0.30; H 0.41; H 0.32; H 0.32; H 0.40; H 0.40; H 0.27

What are the maximum force values for these records? In order: 2.0, 7.0, 4.1 eV Å⁻¹.